1.
DFT (wB97M-V/def2-TZVPD) results for 11 unconnected molecules or ions with the total composition C27H76N4O11.

Positions of all 118 atoms, in Å:
C 2.5829 1.6033 -1.6727
O 2.2244 2.9895 -1.5968
H 3.6781 1.3999 -1.7295
H 2.1956 1.2773 -2.5904
H 2.1694 1.0460 -0.8674
H 2.7200 3.3116 -0.8172
C -3.5319 -1.5290 -2.9683
O -4.2955 -2.5920 -3.5216
N -3.1036 -1.5583 -1.7444
N -3.3246 -0.3742 -3.5310
H -3.3390 -2.3860 -1.1872
H -2.3760 -0.9367 -1.5157
H -3.7279 -0.1615 -4.5109
H -3.0870 0.4436 -2.9438
C 6.2879 -2.7790 -0.7936
O 7.4789 -3.3608 -0.4387
N 5.1671 -2.9024 -0.1242
N 6.2438 -1.9128 -1.7643
H 5.2982 -3.2083 0.8337
H 4.2549 -2.6088 -0.4495
H 7.1268 -1.7686 -2.2584
H 5.4414 -1.5153 -2.1718
C 4.1270 0.8894 2.8479
C 3.8737 0.0653 1.5322
C 5.1115 0.3328 0.6410
O 3.6741 -1.1403 1.7316
H 3.1913 0.7253 3.4635
H 4.2211 1.9231 2.6220
H 5.0184 0.6410 3.4435
H 3.0827 0.5727 1.0211
H 5.0939 1.3712 0.3156
H 5.1448 -0.2481 -0.2480
H 6.0208 0.1065 1.1540
H 4.3843 -1.6237 1.2737
C 2.0542 -3.5315 -2.0210
C 2.9098 -2.8552 -3.0787
C 3.2427 -1.3957 -2.6795
O 3.9692 -3.4401 -3.3859
H 2.1716 -4.6031 -2.1510
H 0.9805 -3.2086 -2.1113
H 2.3156 -3.4076 -1.0042
H 2.3802 -2.8162 -4.0460
H 3.9319 -1.1976 -1.8523
H 2.3209 -0.9173 -2.3856
H 3.6220 -0.7331 -3.4376
H 4.7088 -3.3394 -2.7705
C 0.5496 -0.9211 6.1021
C 0.1405 0.3093 5.3901
C -1.2277 0.0634 4.7915
O 0.0557 1.3499 6.0754
H 0.6568 -1.7515 5.3963
H -0.2240 -1.2299 6.7683
H 1.4189 -0.7496 6.7262
H 0.9033 0.4691 4.6276
H -1.2795 -0.7377 4.0543
H -1.5981 0.9976 4.3645
H -1.8632 -0.2701 5.6268
H -0.7962 1.6867 5.9598
C -4.5130 2.6678 -2.6443
C -3.4096 2.2826 -1.7255
C -4.0426 1.3556 -0.6702
O -2.4555 1.7493 -2.2678
H -4.9096 1.7569 -3.1460
H -4.0791 3.2813 -3.4522
H -5.2246 3.3075 -2.1207
H -2.9259 3.1169 -1.1778
H -4.7527 1.9451 -0.1463
H -3.3322 0.9934 0.1099
H -4.7059 0.5782 -1.0656
H -1.7207 2.3714 -2.3519
C -1.6496 3.0903 1.7812
C -0.2595 2.8474 1.1261
C 0.6805 2.2136 2.1774
O -0.2356 2.1414 0.0734
H -2.1469 2.1453 1.8655
H -2.4066 3.5049 1.1044
H -1.6134 3.5943 2.7662
H 0.1376 3.8292 0.8421
H 0.2902 1.2138 2.4160
H 0.4676 2.7481 3.0712
H 1.7049 2.0537 1.8851
H 0.2447 2.6690 -0.5679
C -0.3655 -1.5956 -3.8972
C -0.0100 -0.1163 -4.1658
C 1.0738 0.0670 -5.2575
O -0.9545 0.6012 -4.5105
H -1.2903 -1.8196 -4.4605
H -0.5877 -1.9039 -2.8366
H 0.4076 -2.2855 -4.2253
H 0.2892 0.3220 -3.2059
H 1.1826 1.1303 -5.5640
H 0.9210 -0.5572 -6.1432
H 2.0466 -0.2344 -4.8526
H -1.6905 0.2258 -3.9821
C 0.8680 -1.2782 0.7153
C -0.5430 -1.2774 0.1304
C -1.6374 -1.1116 1.2670
O -0.7513 -0.3326 -0.6877
H 0.9692 -0.3182 1.3253
H 1.6617 -1.2783 -0.0669
H 1.0105 -2.1577 1.3208
H -0.6966 -2.1935 -0.3806
H -2.6445 -1.3277 0.9162
H -1.7289 -0.0993 1.6453
H -1.5089 -1.7926 2.1409
H -0.7481 0.5219 -0.2913
C -4.3545 0.3256 3.3247
C -5.4548 1.0433 2.5123
C -6.2884 0.1373 1.5695
O -6.2109 1.6680 3.2775
H -3.7222 -0.2059 2.6310
H -4.8379 -0.4373 3.9644
H -3.7548 0.9537 3.9607
H -5.0651 1.8179 1.8241
H -6.9270 -0.4951 2.2291
H -5.6223 -0.5241 1.0017
H -6.8869 0.8120 0.9342
H -5.6623 2.3957 3.5613

Atomic forces in eV per Å
1.2085 0.6750 -0.3120
0.7383 -0.0496 1.2749
-0.5404 0.5375 0.2293
-0.7268 -0.6430 -1.1839
-0.4698 -0.5622 0.7114
-0.4679 0.2103 -0.6313
-5.9799 -6.9089 -3.1584
4.1645 5.5432 2.5572
-0.3714 -2.4281 2.2907
-0.8597 2.9783 -4.2913
0.4855 0.6867 -0.5000
1.0249 0.6843 0.9897
0.8916 -0.8498 2.4463
-0.2012 -0.8451 -0.7174
7.3400 -2.6892 2.2109
-6.1280 2.7396 -1.4548
-1.7087 -1.1816 2.4224
2.5781 1.1122 -2.9397
-0.3640 -0.6102 -0.4299
0.2983 -0.0677 0.0615
-0.5749 -0.2362 0.2203
-0.6629 0.3663 -0.1589
-1.6833 -1.2475 0.4439
3.9594 9.4978 -0.5351
-0.7815 0.8152 0.1829
-0.8860 -9.3131 1.0282
1.1067 0.3632 -0.2540
-0.1449 1.0711 -0.2485
-0.2905 -0.4835 -0.3831
-1.1890 0.3448 -0.3147
0.2938 0.1427 0.1464
-0.3127 -0.6151 -0.8710
0.7226 0.0164 0.5748
-0.6346 -0.1227 0.5703
-1.5974 -0.3708 -0.9493
-5.2033 5.0951 1.5166
-1.3942 0.7940 0.3748
8.1125 -5.1072 -1.9781
-0.4499 -0.2564 -0.3725
1.0117 -0.5384 0.0658
0.6679 0.7350 1.2013
-0.6705 0.2587 0.5574
-0.5210 -0.6425 0.3646
-0.4414 0.2459 0.2926
0.2837 -0.2141 -0.9664
-0.2995 -0.2271 -0.1427
0.4673 -0.9827 0.5571
0.3637 -6.2292 -5.5412
-0.3035 -0.8626 -0.3921
1.2612 6.6688 5.8419
0.4655 0.1768 0.1175
-0.7672 -0.2037 0.7438
0.4594 -0.1780 -0.1852
0.1739 -0.1982 -0.8670
0.0893 0.1905 -0.1143
-0.1747 -0.0985 -0.2003
-0.1114 0.3475 -0.2135
-1.7771 1.4067 0.3269
-0.0061 1.0881 -1.5406
-7.5679 4.0764 6.9551
0.1433 0.0819 0.7112
9.9838 -4.6545 -5.5614
-0.2464 0.7011 0.6100
-0.2193 -0.0523 0.0965
-0.4136 -0.4584 -0.2297
-1.5137 0.6638 0.3772
-0.6137 0.8063 0.6763
-0.3763 -0.0540 -0.8242
0.7402 -0.2753 -0.2602
0.0531 -0.7921 -0.5674
-0.1630 -0.3567 -0.7037
0.6905 4.3826 6.9005
-1.8732 -0.5259 -0.0121
-0.7501 -3.6004 -6.6799
0.0412 -1.1443 0.8228
0.5684 0.9676 -0.0175
0.0046 -0.1709 -0.7396
0.0488 0.4593 0.6680
-0.0647 0.0635 -0.2331
0.9163 0.6331 1.0834
0.3984 0.5610 -0.0271
0.2981 -0.6358 -0.9053
-0.6148 -0.7687 0.2202
8.0606 -4.1650 2.0784
1.1374 -0.1560 0.7205
-9.1433 4.4811 -2.5039
0.4743 -0.1353 0.0242
0.2146 0.8522 -0.8550
0.0349 0.0480 -0.2150
1.5296 -0.5016 0.5605
-0.3572 -0.6377 0.2441
-0.3723 0.1342 0.1107
0.0028 -0.0018 -0.1372
-0.4306 0.9125 -0.8297
0.1382 1.3333 0.1757
0.2324 -3.2806 5.8456
0.3401 -1.7512 0.5932
-0.9383 3.9660 -6.2029
0.1670 -1.4644 -0.6292
-0.6810 0.0749 0.3508
0.2033 -0.1460 0.4926
-0.2778 -1.3254 -0.4135
-0.0280 -0.1589 -0.4704
0.6046 0.3553 0.0183
0.1595 0.4486 -0.5411
0.2114 1.3648 0.5098
-0.8352 -1.2053 -0.9667
4.9779 -4.0538 -5.9857
0.4075 -0.2690 1.2575
-5.9521 4.8083 6.0428
0.5252 -0.2200 -0.0465
0.1217 0.3526 -0.2018
0.0715 0.5559 0.0975
1.1367 -0.6169 -0.2411
0.1510 0.3804 -0.6522
-0.3326 0.2363 -0.1402
0.1241 -0.6299 0.1569
-0.6208 0.6784 0.9182

Properties
E = -2120.6081 hartree
SMILES = NC(N)=O.NC(N)=O.CC(C)O.CC(C)O.CC(C)O.CC(C)O.CC(C)O.CC(C)O.CC(C)O.CC(C)O.CO
2S+1 = 1
relative energy (zero: lowest compared OMol25 entry of this formula, charge and spin) = 7.3432 eV

Mulliken population analysis, charges in e, atoms 1 to 99: -0.35 -0.64 0.36 0.28 -0.09 0.36 -0.01 -0.81 0.29 -0.01 0.29 -0.32 0.25 -0.05 0.31 -0.75 -0.21 -0.11 0.19 0.22 0.20 0.12 -1.55 2.99 -2.04 -0.49 0.16 0.38 0.44 -1.65 0.42 0.53 0.51 0.34 -1.05 0.18 1.97 -0.58 0.47 0.06 0.18 0.37 -1.85 -0.72 0.64 0.34 -1.67 1.99 -1.28 -0.58 0.35 0.41 0.41 -0.85 0.10 0.26 0.53 0.38 -1.70 0.55 -1.17 -0.73 0.31 0.43 0.43 0.41 0.67 -0.26 0.38 0.36 -1.30 0.44 -0.76 -0.57 0.00 0.31 0.46 0.50 -0.52 0.69 0.18 0.13 -0.92 2.27 -1.35 -0.69 0.63 -0.26 0.15 -0.90 0.34 0.41 0.20 0.34 0.40 -0.23 -0.64 2.56 -1.07

2.
DFT (wB97M-V/def2-TZVPD) results for 10 unconnected molecules or ions with the total composition C51H71N10O6P.

Positions of all 139 atoms, in Å:
C 7.5541 -2.1422 2.4786
C 6.7862 -1.7353 1.2229
C 5.5764 -0.8499 1.5139
C 5.8659 0.6343 1.3913
N 4.6561 1.4244 1.0793
C 3.8769 1.7762 2.1998
C 2.5703 1.5324 2.3612
C 1.6915 0.8242 1.3831
C 0.2047 0.6630 1.7226
C -0.4664 -0.1258 0.5802
P -1.9642 -0.9788 1.1365
O -2.4679 -0.4637 2.4190
O -3.0557 -0.8727 0.0038
C -2.7069 -0.9707 -1.3944
C -3.9625 -1.3020 -2.1732
O -1.5905 -2.5245 1.1319
C -1.5793 -3.2496 2.3870
C -0.4969 -2.8067 3.3412
C 2.1957 2.0463 3.6988
O 1.1279 2.1269 4.2178
O 3.3208 2.4963 4.3552
C 4.3624 2.4672 3.4271
O 5.4201 2.9278 3.6955
H 8.4147 -2.7565 2.2320
H 7.9007 -1.2537 3.0006
H 6.9122 -2.6997 3.1549
H 7.4798 -1.1955 0.5794
H 6.4806 -2.6256 0.6794
H 5.2336 -1.0588 2.5226
H 4.7608 -1.0765 0.8295
H 6.3551 1.0109 2.2884
H 6.5570 0.7948 0.5683
H 4.9134 2.2418 0.5358
H 2.1400 -0.1679 1.2853
H 1.7932 1.2759 0.3978
H -0.2519 1.6436 1.8081
H 0.0721 0.1310 2.6560
H 0.2431 -0.8694 0.2207
H -0.6776 0.5352 -0.2570
H -2.3172 -0.0073 -1.7127
H -1.9539 -1.7423 -1.5376
H -3.8853 -0.8472 -3.1581
H -4.8201 -0.8654 -1.6757
H -4.0790 -2.3727 -2.2971
H -1.4448 -4.2880 2.1036
H -2.5596 -3.1605 2.8429
H -0.8639 -2.0439 4.0213
H 0.3243 -2.3639 2.7808
H -0.1018 -3.6309 3.9263
N -4.8045 -2.1840 -5.9821
C -5.3907 -1.0886 -6.5584
C -6.7337 -1.1521 -6.3057
C -6.9706 -2.3315 -5.5465
C -5.7628 -2.9455 -5.3616
H -3.8237 -2.3920 -6.0065
H -4.8052 -0.3612 -7.0930
H -7.4675 -0.4331 -6.6270
H -7.9182 -2.6849 -5.1780
H -5.5011 -3.8515 -4.8413
N 1.0768 2.5445 7.3008
C 1.0454 3.1010 8.5496
C 0.3349 2.2628 9.3666
C -0.0800 1.1562 8.5756
C 0.3914 1.3621 7.3064
H 1.5217 2.9407 6.4939
H 1.5302 4.0404 8.7516
H 0.1335 2.4241 10.4120
H -0.6608 0.3097 8.9004
H 0.2953 0.7732 6.4115
N 1.0101 4.7948 1.8617
C 1.5322 5.3611 0.7315
C 0.5729 6.1664 0.1810
C -0.5728 6.0888 1.0218
C -0.2679 5.2435 2.0560
H 1.4893 4.1568 2.4683
H 2.5432 5.1514 0.4257
H 0.6838 6.7600 -0.7103
H -1.5055 6.6116 0.8924
H -0.8403 4.9298 2.9136
N 6.7731 4.6494 0.0592
C 8.1137 4.4252 -0.0324
C 8.3600 3.7964 -1.2254
C 7.1104 3.6350 -1.8797
C 6.1527 4.1789 -1.0610
H 6.3209 5.1024 0.8362
H 8.7801 4.7327 0.7547
H 9.3258 3.4880 -1.5880
H 6.9349 3.1778 -2.8389
H 5.0863 4.2677 -1.1872
N 3.4951 7.0537 2.8807
C 4.3808 6.6780 3.8565
C 5.4028 7.5928 3.8678
C 5.1203 8.5558 2.8595
C 3.9389 8.1946 2.2695
H 2.6414 6.5747 2.6523
H 4.2085 5.8067 4.4655
H 6.2530 7.5761 4.5286
H 5.7161 9.4139 2.5998
H 3.3742 8.6529 1.4763
N 3.3517 -4.1323 5.2690
C 3.6313 -4.4605 6.5679
C 3.4708 -3.3348 7.3288
C 3.0785 -2.2840 6.4546
C 3.0156 -2.8079 5.1916
H 3.3910 -4.7653 4.4926
H 3.9173 -5.4617 6.8388
H 3.6162 -3.2690 8.3933
H 2.8673 -1.2629 6.7265
H 2.7552 -2.3573 4.2502
N -5.1277 -5.7078 -7.4966
C -4.8389 -6.7728 -6.6913
C -5.2115 -7.9140 -7.3498
C -5.7477 -7.5206 -8.6059
C -5.6796 -6.1523 -8.6655
H -4.9678 -4.7448 -7.2610
H -4.3951 -6.6318 -5.7208
H -5.1130 -8.9182 -6.9750
H -6.1368 -8.1674 -9.3742
H -5.9716 -5.4581 -9.4361
N -8.7849 -7.0332 -9.9575
C -9.1804 -6.8486 -11.2531
C -10.2058 -7.7201 -11.5080
C -10.4378 -8.4580 -10.3146
C -9.5451 -8.0088 -9.3779
H -8.0454 -6.5332 -9.4974
H -8.7020 -6.1178 -11.8819
H -10.7305 -7.8186 -12.4430
H -11.1745 -9.2284 -10.1628
H -9.3860 -8.2991 -8.3539
N -2.7194 3.4975 -0.1031
C -3.4592 2.4228 0.3059
C -4.3955 2.1699 -0.6618
C -4.2186 3.1378 -1.6891
C -3.1739 3.9403 -1.3149
H -1.9501 3.9016 0.3994
H -3.2545 1.9188 1.2375
H -5.1249 1.3782 -0.6334
H -4.7893 3.2306 -2.5979
H -2.7159 4.7799 -1.8077

Atomic forces in eV per Å
-0.2182 0.1603 -0.1782
0.3311 -0.0083 0.2109
-0.1394 -0.0137 -0.0904
0.1680 0.2357 -0.1060
-0.0334 0.1729 0.3913
-0.2095 -0.1519 -0.3596
0.1596 0.0865 -0.3567
-0.2270 -0.2846 0.2635
0.3293 -0.0924 -0.5438
0.2264 0.0525 0.1681
-0.3608 0.5459 0.4827
0.0843 -0.1658 -0.0693
0.1436 -0.0298 -0.4888
-0.4084 0.0439 0.1713
0.3856 0.1819 -0.1887
0.3170 -0.1738 0.3036
-0.2443 -0.3607 -0.1408
0.1143 0.4493 0.0338
-0.0256 -0.1190 0.3060
-0.3874 0.0197 0.0554
-0.0297 0.1884 -0.5536
0.4070 -0.2012 0.6124
0.2685 0.1510 -0.1812
0.1277 -0.0670 0.0119
0.1144 0.0578 0.1560
-0.0557 -0.1089 0.1464
-0.0025 0.0122 -0.2646
-0.0732 -0.1080 -0.0603
-0.3035 -0.1469 0.2371
-0.0735 -0.0622 -0.0934
0.1430 0.0572 0.1140
0.0257 0.0849 -0.1625
-0.0138 0.0220 0.0048
-0.0088 -0.1241 -0.1326
0.1098 0.1645 -0.0597
-0.2276 0.0554 0.2297
-0.0281 0.0910 0.2795
-0.0430 -0.2030 -0.1477
-0.1399 0.0930 -0.0848
0.0960 0.1360 0.0379
0.2030 -0.0521 0.0260
-0.0964 -0.0515 -0.1827
-0.1747 -0.0528 0.0478
-0.2399 -0.1352 0.1168
0.0572 -0.0811 -0.1676
-0.1401 0.0572 0.0608
-0.0331 0.0897 0.0647
0.2233 -0.0853 -0.0826
-0.0126 -0.1565 0.0534
-0.0149 -0.0504 -0.0437
0.0213 -0.0277 0.0136
-0.0258 -0.0145 0.0185
-0.0032 0.0398 -0.0396
0.1150 -0.0336 0.0012
0.0351 0.0333 0.0510
0.0021 0.0114 -0.0133
-0.0139 0.0099 -0.0022
-0.0156 -0.0059 0.0031
-0.0214 0.0004 0.0384
-0.0234 0.0117 0.0756
0.0418 0.0044 -0.0480
-0.0166 -0.0355 -0.0074
-0.0009 0.0076 0.0412
0.0396 -0.0015 0.0008
-0.0263 -0.0277 -0.0651
0.0049 0.0114 0.0116
-0.0037 0.0017 0.0137
-0.0083 -0.0143 0.0059
-0.0295 0.0041 -0.0258
0.0138 0.0760 0.1447
0.1295 -0.0850 -0.1458
-0.0258 0.0348 0.0535
-0.0029 0.0551 -0.0063
-0.1061 -0.1219 0.0214
-0.0285 -0.0525 0.0486
-0.0025 -0.0185 -0.0624
-0.0084 -0.0119 -0.0255
-0.0194 0.0147 0.0062
-0.0098 -0.0035 -0.0286
-0.0529 0.1114 0.2438
0.1882 -0.0190 0.0424
-0.0238 -0.0125 0.0388
-0.0494 -0.0107 0.0399
-0.2068 -0.1743 -0.1102
0.0327 0.0221 -0.0592
0.0133 -0.0077 0.0019
0.0073 0.0035 -0.0005
-0.0090 0.0159 -0.0101
-0.0044 0.0488 -0.0466
0.0529 -0.0419 0.0353
0.0013 0.0798 -0.0523
-0.0449 -0.0552 -0.0370
0.0427 -0.0565 0.0206
-0.0528 -0.0485 0.0044
-0.0329 0.0725 -0.0057
0.0095 -0.0206 0.0044
0.0059 -0.0024 0.0017
0.0123 0.0230 -0.0014
-0.0109 0.0087 -0.0148
0.0153 -0.0304 -0.0039
-0.0074 -0.0082 -0.0357
-0.0100 0.0332 -0.0174
0.0164 0.0376 0.0139
-0.0033 -0.0101 0.0067
0.0009 -0.0118 -0.0059
0.0071 -0.0143 0.0099
-0.0022 0.0088 0.0181
-0.0216 0.0058 0.0169
-0.0170 0.0326 -0.0466
0.0545 0.0092 -0.0066
0.0004 0.0315 -0.0020
-0.0255 -0.0031 -0.0151
0.0306 -0.0179 0.0157
-0.0214 0.0414 0.0122
-0.1114 0.0430 0.0022
0.0019 -0.0115 0.0174
0.0009 -0.0177 0.0006
0.0086 -0.0146 -0.0130
0.0542 0.0055 -0.0314
-0.0592 0.0675 -0.0604
0.0108 -0.0025 0.0246
-0.0149 -0.0231 0.0250
-0.0051 0.0100 -0.0352
0.0200 -0.0031 0.0040
0.0093 -0.0526 0.0782
0.0009 0.0059 -0.0164
-0.0084 -0.0034 -0.0126
-0.0130 -0.0097 0.0003
0.0065 -0.0113 0.0112
0.0007 -0.0131 -0.0652
0.0926 -0.0815 0.0026
-0.0219 0.0074 -0.0394
-0.0047 -0.0754 -0.0135
0.0554 -0.0095 0.0201
0.0642 0.1175 0.0926
-0.0279 -0.0081 0.0085
-0.0247 0.0145 0.0260
-0.0194 0.0074 -0.0057
0.0081 0.0329 -0.0018

Properties
E = -3326.3323 hartree
SMILES = CCCCNC1=C(CCCP(=O)(OCC)OCC)C(=O)OC1=O.c1cc[nH]c1.c1cc[nH]c1.c1cc[nH]c1.c1cc[nH]c1.c1cc[nH]c1.c1cc[nH]c1.c1cc[nH]c1.c1cc[nH]c1.c1cc[nH]c1
2S+1 = 1

Mulliken population analysis, charges in e, atoms 1 to 99: -1.24 -0.64 -0.09 -0.69 -0.05 0.23 0.71 -0.68 -0.41 -0.97 0.65 -0.82 -0.16 0.01 -1.39 -0.43 -0.45 -0.76 0.23 -0.58 -0.38 -0.19 -0.55 0.39 0.31 0.30 0.32 0.35 0.19 0.20 0.24 0.59 0.24 0.26 0.43 0.20 0.36 0.65 0.59 0.15 0.46 0.29 0.22 0.42 0.40 0.30 0.31 0.02 0.47 0.09 -0.65 -0.45 -0.40 -0.68 0.23 0.44 0.41 0.49 0.51 0.21 -0.59 -0.40 -0.79 -0.50 0.17 0.40 0.39 0.41 0.67 0.76 -1.12 -0.57 -0.85 -0.62 -0.03 0.91 0.50 0.52 0.50 0.17 -0.56 -0.46 -0.51 -0.49 0.15 0.40 0.42 0.43 0.46 0.09 -0.50 -0.58 -0.62 -0.36 0.23 0.48 0.42 0.41 0.40